C5H7N | ωB97M-V/def2-TZVPD

Cartesian coordinates (Å):
1 C -0.6583 0.9062 -0.2055
2 C -1.1967 -0.4783 0.0544
3 C -0.2884 -1.3660 0.4746
4 C 1.1471 -0.9271 0.5879
5 N 1.5439 -0.2910 -0.6712
6 C 0.8470 0.8038 0.0069
7 H -1.0901 1.6307 0.4984
8 H -0.9022 1.2682 -1.2141
9 H -2.2597 -0.6903 -0.0353
10 H -0.5404 -2.3757 0.7882
11 H 1.0248 0.4065 1.1316
12 H 0.9423 -0.6137 -1.4315
13 H 1.4309 1.7267 0.0154

Cartesian forces (eV/Å) of the 2 atoms listed first:
0.03 0.00 0.03
0.15 -0.09 0.07

Results
LUMO   0.916 eV
Kohn-Sham gap   8.907 eV
HOMO energy   -0.294 Eh
Energy relative to the best compared isomer or geometry (same formula, charge and spin)   453.6 kJ/mol



C13H23N5OS | ωB97M-V/def2-TZVPD

Cartesian coordinates (Å):
1 C 5.3751 -1.7298 1.3784
2 C 4.5211 -0.9922 0.3574
3 H 3.9168 -1.7079 -0.2039
4 C 3.5937 0.0114 1.0457
5 N 2.7929 0.7194 0.0905
6 C 1.6853 0.3109 -0.5802
7 N 1.3157 1.2864 -1.3902
8 N 2.1938 2.2619 -1.2089
9 N 3.0679 1.9525 -0.3501
10 S 0.9266 -1.2204 -0.3352
11 C -0.4187 -1.1347 -1.5725
12 H -0.2800 -1.9962 -2.2266
13 H -0.2931 -0.2113 -2.1319
14 C -1.7748 -1.3040 -0.8932
15 O -2.3397 -2.3802 -0.9832
16 N -2.2892 -0.2794 -0.1865
17 C -1.7160 1.0504 -0.0809
18 C -2.6024 2.1000 -0.7599
19 H -2.0398 3.0253 -0.8573
20 H -2.8793 1.7631 -1.7564
21 H -3.5050 2.3054 -0.1932
22 C -1.4181 1.4062 1.3932
23 C -2.1822 0.5034 2.3600
24 C -3.5904 0.2732 1.8273
25 C -3.5137 -0.5792 0.5603
26 C -4.7624 -0.4634 -0.3120
27 H -4.6669 -1.1228 -1.1704
28 H -5.6327 -0.7687 0.2636
29 H -4.9152 0.5532 -0.6620
30 H -3.4176 -1.6335 0.8513
31 H -4.0670 1.2333 1.6245
32 H -4.2015 -0.2494 2.5642
33 H -2.2111 0.9625 3.3489
34 H -1.6765 -0.4607 2.4521
35 H -1.7000 2.4458 1.5637
36 H -0.3470 1.3232 1.5884
37 H -0.7770 1.0628 -0.6319
38 H 2.9250 -0.5079 1.7390
39 H 4.1757 0.7603 1.5871
40 H 5.1613 -0.4576 -0.3473
41 H 4.7467 -2.2768 2.0772
42 H 6.0296 -2.4380 0.8782
43 H 5.9899 -1.0306 1.9401

Cartesian forces (eV/Å) of the 2 atoms listed first:
-0.12 0.08 -0.19
0.00 0.04 0.22

Results
LUMO   0.564 eV
Kohn-Sham gap   9.620 eV
HOMO energy   -0.333 Eh
SMILES string   CCCn1nnnc1SCC(=O)N1[C@H](C)CCC[C@@H]1C
Energy relative to the best compared isomer or geometry (same formula, charge and spin)   30.2 kJ/mol



C7H15NO2P | ωB97M-V/def2-TZVPD

Cartesian coordinates (Å):
1 C 0.0330 -3.7325 -1.5706
2 C 0.1200 0.8750 0.7181
3 C -1.2138 3.8119 1.4981
4 C 2.2529 -0.7493 -1.8154
5 C -1.1041 2.3978 2.0120
6 C -1.0472 -1.3776 -0.4654
7 C 0.3467 0.3401 -0.6546
8 N 1.5079 -0.2016 -0.7489
9 O 0.9392 0.6475 1.5859
10 O -0.9956 1.5654 0.8283
11 P -1.2450 -2.4203 -1.8699
12 H -0.3771 -4.7977 -1.3655
13 H 0.7249 -3.7163 -0.7275
14 H -1.9661 4.0627 0.8491
15 H -1.1332 4.4492 2.3592
16 H -0.2730 3.8561 0.8196
17 H 3.3011 -0.7383 -1.5881
18 H 1.8301 -1.7621 -1.9997
19 H 2.0683 -0.0869 -2.6111
20 H -2.0666 2.1274 2.6341
21 H -0.1492 2.1937 2.6069
22 H -0.5893 -1.8666 0.4052
23 H -1.9479 -0.8585 -0.1923
24 H -0.0195 0.9742 -1.4934
25 H 0.6423 -4.0632 -2.4265
26 H 1.8844 -0.4557 0.0999

Cartesian forces (eV/Å) of the 2 atoms listed first:
0.05 -2.67 0.20
-0.20 -0.31 1.79

Results
LUMO (spin up / spin down)   -5.754 / -5.755 eV
Kohn-Sham gap (spin up / spin down)   7.617 / 7.616 eV
HOMO energy (spin up / spin down)   -0.491 / -0.491 Eh
Charge   +1
Energy relative to the best compared isomer or geometry (same formula, charge and spin)   417.9 kJ/mol



C7H15N | ωB97M-V/def2-TZVPD

Cartesian coordinates (Å):
1 C -0.1899 -0.6830 -0.5271
2 C 0.4010 0.2022 0.4215
3 C -1.7043 -0.8277 0.7984
4 C 1.3531 -0.3691 1.4447
5 C -2.7044 0.2878 0.6120
6 N -0.7566 -0.3521 -1.7330
7 C 1.5953 1.1252 -0.8882
8 C 2.8840 0.8867 -1.0798
9 H 0.2073 -1.6996 -0.5003
10 H -0.1110 1.0985 0.7558
11 H -0.4686 0.4716 -2.2378
12 H -0.9437 -1.1122 -2.3683
13 H -2.0653 -1.7768 0.4006
14 H -1.4387 -1.0011 1.8391
15 H 1.0999 1.9113 -1.4603
16 H 1.7799 -1.3183 1.1204
17 H 2.1899 0.3109 1.5922
18 H 0.8563 -0.5132 2.4037
19 H -2.3784 1.2073 1.1011
20 H -2.8452 0.5095 -0.4484
21 H -3.6901 0.0297 1.0126
22 H 3.5051 1.4735 -1.7550
23 H 3.4242 0.1387 -0.5038

Cartesian forces (eV/Å) of the 2 atoms listed first:
-3.79 -2.07 3.25
4.87 3.39 -3.15

Results
LUMO   1.107 eV
Kohn-Sham gap   8.424 eV
HOMO energy   -0.269 Eh
Energy relative to the best compared isomer or geometry (same formula, charge and spin)   425.7 kJ/mol



C50H40BCl2F2MoN8O6 | ωB97M-V/def2-TZVPD

Cartesian coordinates (Å):
1 Mo -0.1526 0.4764 0.3520
2 F -4.0391 4.0083 -1.2838
3 C -2.8678 3.8327 -0.6429
4 C -2.3054 2.5738 -0.5979
5 C -1.0936 2.3726 0.0658
6 C -0.4584 3.4808 0.6733
7 C -1.0889 4.7243 0.6076
8 F -0.5412 5.8094 1.1971
9 C -2.2872 4.9323 -0.0418
10 C 0.8407 3.2408 1.3318
11 C 1.6582 4.2198 1.9031
12 C 2.8821 3.8700 2.4363
13 C 3.2954 2.5470 2.3938
14 C 2.4393 1.6277 1.8281
15 N 1.2452 1.9495 1.3221
16 H -2.8473 1.7562 -1.0568
17 H -2.7424 5.9094 -0.0714
18 H 1.3337 5.2446 1.9223
19 H 3.5117 4.6293 2.8773
20 H 4.2494 2.2306 2.7873
21 H 2.7163 0.5839 1.7633
22 O -2.3695 -0.7739 -1.1296
23 N -1.4427 -0.3625 -0.5206
24 Cl 7.1518 -3.3289 1.0588
25 C 6.5424 -4.0296 -0.3995
26 C 7.4192 -4.4083 -1.4022
27 C 6.9119 -4.9637 -2.5666
28 C 5.5467 -5.1281 -2.7385
29 C 4.6768 -4.7451 -1.7292
30 Cl 2.9750 -4.8944 -1.9757
31 C 5.1696 -4.2107 -0.5420
32 N 4.3035 -3.7673 0.4912
33 C 3.5127 -4.5755 1.1993
34 C 3.6002 -5.9985 1.0839
35 C 2.7070 -6.7878 1.7465
36 C 1.7127 -6.2007 2.5454
37 C 1.6494 -4.8191 2.7162
38 C 2.5493 -3.9850 2.0955
39 C 2.5566 -2.5126 2.3483
40 C 2.2525 -1.6856 1.0926
41 O 3.1880 -1.5516 0.2836
42 O 1.0909 -1.2272 0.9943
43 H 8.4803 -4.2697 -1.2618
44 H 7.5879 -5.2642 -3.3537
45 H 5.1447 -5.5425 -3.6506
46 H 4.0199 -2.7391 0.4485
47 H 4.3629 -6.4233 0.4493
48 H 2.7546 -7.8619 1.6511
49 H 1.0001 -6.8279 3.0586
50 H 0.9035 -4.4020 3.3809
51 H 3.5606 -2.2172 2.6653
52 H 1.8505 -2.2882 3.1479
53 C -7.8231 3.6083 1.4575
54 C -8.1118 2.1082 1.5507
55 C -8.9745 1.7113 0.3459
56 C -8.8905 1.8328 2.8437
57 C -6.8221 1.2908 1.5776
58 C -6.8715 -0.0940 1.3777
59 C -5.7441 -0.9083 1.4088
60 C -4.5502 -0.2776 1.6596
61 O -3.2721 -0.8229 1.7433
62 B -2.4908 0.2750 1.9602
63 O -3.1652 1.4510 2.1152
64 C -4.4864 1.0827 1.8794
65 C -5.5915 1.8964 1.8425
66 H -8.7590 4.1481 1.3148
67 H -7.1701 3.8426 0.6156
68 H -7.3635 3.9929 2.3684
69 H -9.8561 2.3501 0.3012
70 H -9.3242 0.6832 0.4072
71 H -8.4230 1.8270 -0.5871
72 H -9.8151 2.4099 2.8593
73 H -8.3013 2.1082 3.7189
74 H -9.1491 0.7776 2.9302
75 H -7.8245 -0.5645 1.1911
76 H -5.8022 -1.9718 1.2345
77 H -5.4896 2.9568 2.0024
78 C 2.1870 2.3416 -5.5574
79 N 1.4000 1.5786 -4.6028
80 N 1.9515 1.2654 -3.3690
81 C 0.9208 1.1137 -2.4633
82 O 1.1378 0.7255 -1.2850
83 C -0.2812 1.4026 -3.1522
84 C 0.0636 1.7130 -4.4390
85 C -0.7953 2.1817 -5.5578
86 C 3.1923 0.5742 -3.3002
87 C 3.9717 0.7193 -2.1660
88 C 5.1557 0.0104 -2.0699
89 C 5.5645 -0.8213 -3.0987
90 C 4.7749 -0.9568 -4.2322
91 C 3.5791 -0.2678 -4.3341
92 H 3.2322 2.0673 -5.4492
93 H 2.0778 3.4150 -5.3895
94 H 1.8611 2.0888 -6.5640
95 H -1.2699 1.3503 -2.7374
96 H -1.8376 2.1584 -5.2510
97 H -0.6743 1.5480 -6.4362
98 H -0.5460 3.2041 -5.8429
99 H 3.6465 1.3676 -1.3656
100 H 5.7589 0.1124 -1.1794
101 H 6.4941 -1.3630 -3.0198
102 H 5.0821 -1.6085 -5.0378
103 H 2.9414 -0.4038 -5.1964
104 N -1.0153 0.1513 2.3033
105 C -0.6818 -0.1619 3.4271
106 C -0.1555 -0.4942 4.5960
107 C 0.2200 -1.8559 4.8110
108 N 0.5204 -2.9488 4.9828
109 C 0.1191 0.5175 5.5685
110 N 0.3593 1.3342 6.3356

Cartesian forces (eV/Å) of the 2 atoms listed first:
0.42 -0.31 -1.20
0.06 -0.02 0.04

Results
LUMO (spin up / spin down)   -2.444 / -5.156 eV
Kohn-Sham gap (spin up / spin down)   7.255 / 4.929 eV
HOMO energy (spin up / spin down)   -0.356 / -0.371 Eh
Charge   +1
<S²>   2.14
2S+1   3
Energy relative to the best compared isomer or geometry (same formula, charge and spin)   21.7 kJ/mol



C22H26F7N2O25P | ωB97M-V/def2-TZVPD

Cartesian coordinates (Å):
1 N 6.3654 0.8924 -5.4512
2 P 4.9641 1.9306 -5.2019
3 O 5.3926 3.5828 -5.0944
4 N 4.0109 1.8285 -6.7257
5 C 2.6011 1.8585 -6.2396
6 O 1.9596 2.9082 -6.3583
7 O 2.1384 0.6582 -5.6342
8 O 0.8452 0.8994 -5.2593
9 H 6.5743 0.3987 -4.5697
10 H 6.0414 0.1590 -6.1136
11 H 4.6241 4.0582 -5.5031
12 H 4.1997 0.9141 -7.1775
13 H 0.7993 1.0884 -4.2882
14 C -2.7738 2.1953 -4.6314
15 C -2.6524 0.7603 -4.2278
16 O -3.9691 0.4189 -3.8441
17 C -4.7845 1.2199 -4.5902
18 O -5.9537 1.0345 -4.7370
19 O -4.0960 2.2521 -5.1530
20 F -1.8417 0.6225 -3.1502
21 H -2.6880 2.8803 -3.7830
22 H -2.0401 2.4794 -5.3871
23 H -2.3187 0.0949 -5.0296
24 C 2.8755 0.1616 -0.4043
25 C 3.2103 -0.5266 -1.6876
26 O 1.9996 -0.4420 -2.4164
27 C 1.3904 0.6903 -1.9762
28 O 0.4801 1.2314 -2.5460
29 O 1.9331 1.1413 -0.8201
30 F 3.5000 -1.8330 -1.4808
31 H 2.4058 -0.5050 0.3231
32 H 3.7475 0.6264 0.0577
33 H 4.0173 -0.0551 -2.2562
34 C 0.1001 -3.0841 3.2529
35 C 1.2908 -3.5249 2.4638
36 O 1.4113 -2.5187 1.4777
37 C 0.9088 -1.3894 2.0452
38 O 1.0884 -0.2844 1.6159
39 O 0.1826 -1.6659 3.1648
40 F 1.0568 -4.7067 1.8482
41 H -0.8439 -3.4201 2.8154
42 H 0.1428 -3.4155 4.2910
43 H 2.2173 -3.5861 3.0419
44 C 1.7080 0.5103 5.5948
45 C 2.5377 1.0999 6.6908
46 O 3.4257 0.0519 7.0209
47 C 3.5850 -0.6647 5.8729
48 O 4.4603 -1.4566 5.6919
49 O 2.6262 -0.3622 4.9523
50 F 1.7789 1.3827 7.7792
51 H 0.8606 -0.0686 5.9708
52 H 1.3358 1.2658 4.9022
53 H 3.1077 1.9858 6.3972
54 C -2.0812 -3.1459 -3.7952
55 C -3.4168 -3.5630 -4.3250
56 O -3.6545 -4.7904 -3.6658
57 C -2.9949 -4.6993 -2.4762
58 O -3.1824 -5.4250 -1.5476
59 O -2.0988 -3.6718 -2.4755
60 F -3.3616 -3.7928 -5.6596
61 H -1.2497 -3.5886 -4.3507
62 H -1.9574 -2.0622 -3.7840
63 H -4.2278 -2.8631 -4.1034
64 C -2.2602 1.1082 -0.2196
65 C -2.8981 2.2864 0.4444
66 O -3.8253 1.6928 1.3314
67 C -3.2912 0.4828 1.6611
68 O -3.6522 -0.1811 2.5864
69 O -2.2895 0.1266 0.8097
70 F -3.5797 3.0413 -0.4525
71 H -2.8301 0.7491 -1.0791
72 H -1.2371 1.3125 -0.5380
73 H -2.2037 2.9172 1.0067
74 C -2.6202 0.9062 8.1637
75 C -1.4290 0.4602 7.3766
76 O -1.3045 1.4600 6.3835
77 C -1.8080 2.5949 6.9491
78 O -1.6285 3.6934 6.5191
79 O -2.5341 2.3211 8.0680
80 F -1.6645 -0.7273 6.7655
81 H -3.5641 0.5687 7.7268
82 H -2.5786 0.5800 9.2037
83 H -0.5034 0.4009 7.9562

Cartesian forces (eV/Å) of the 2 atoms listed first:
-1.14 0.17 -0.96
-0.56 0.48 2.02

Results
LUMO   0.137 eV
Kohn-Sham gap   9.019 eV
HOMO energy   -0.326 Eh
SMILES string   O=C1OC[C@@H](F)O1.O=C1OC[C@@H](F)O1.O=C1OC[C@@H](F)O1.O=C1OC[C@@H](F)O1.O=C1OC[C@@H](F)O1.O=C1OC[C@@H](F)O1.O=C1OC[C@@H](F)O1.NP(O)NC(=O)OO
Energy relative to the best compared isomer or geometry (same formula, charge and spin)   183.8 kJ/mol